# 1
Below is a structure of composition C14H31FeN2O6P, with properties calculated with wB97M-V/def2-TZVPD.

CARTESIAN COORDINATES (ANGSTROEM)
Fe1 0.49648 0.51380 -0.64622
C1 4.01608 -0.18687 2.30273
N1 2.78143 0.44918 2.78370
C2 2.63475 0.78334 4.20592
C3 1.83948 0.71649 1.91010
O1 1.98348 0.45285 0.68917
C4 0.56580 1.40077 2.37624
O2 -0.38024 1.32398 1.32115
C5 -1.18884 2.46491 1.08022
C6 -0.76433 3.07084 -0.25156
O3 -0.06439 2.34633 -1.01778
N2 -1.13555 4.28070 -0.57522
C7 -1.97937 5.09370 0.31226
C8 -0.76704 4.87704 -1.86509
H1 4.66554 -0.36285 3.15286
H2 4.51687 0.46172 1.58657
H3 3.78477 -1.13367 1.81922
H4 3.60004 0.66522 4.68589
H5 1.92264 0.11854 4.69490
H6 2.32537 1.81942 4.33535
H7 0.80460 2.44163 2.61812
H8 0.16421 0.92557 3.27261
H9 -1.12978 3.18196 1.89863
H10 -2.22703 2.13299 0.99824
H11 -2.81835 4.51637 0.69562
H12 -2.37989 5.91664 -0.27163
H13 -1.39507 5.50537 1.13485
H14 -0.04638 4.24558 -2.37013
H15 -0.33429 5.85830 -1.68048
H16 -1.66092 4.98567 -2.47769
C9 1.90322 -3.80111 -1.02266
C10 0.85325 -3.81410 0.05881
O4 -0.41189 -3.26331 -0.42338
P1 -0.70489 -1.70905 -0.41105
O5 -2.26634 -1.66983 -0.65812
C11 -3.22120 -2.53992 0.04032
C12 -3.69009 -3.63596 -0.87972
O6 -0.18792 -1.06818 -1.85488
C13 -0.65086 -1.50906 -3.19655
C14 0.53482 -1.62218 -4.11362
H17 2.80325 -4.29785 -0.65968
H18 2.17406 -2.78446 -1.31340
H19 1.55582 -4.33894 -1.90432
H20 1.16127 -3.24720 0.94053
H21 0.60560 -4.82487 0.37119
H22 -4.03264 -1.87932 0.33572
H23 -2.74783 -2.93704 0.93921
H24 -4.14372 -3.21808 -1.77774
H25 -4.44341 -4.23668 -0.36932
H26 -2.86684 -4.28924 -1.16485
H27 -1.37309 -0.76622 -3.52634
H28 -1.16076 -2.45854 -3.04541
H29 1.07142 -0.67563 -4.18674
H30 0.18513 -1.88109 -5.11330
H31 1.22360 -2.39766 -3.78323

Its HOMO-LUMO gap (spin up / spin down) is 0.376 / 0.350 Ha. As for the charge: +2. Its spin multiplicity is 5. As for the strongest force on any atom: 0.405 eV Å⁻¹. The value obtained for the total energy is -2717.63237 hartree.

***

# 2
Below is the molecule C2H5N5, with properties calculated with wB97M-V/def2-TZVPD.

CARTESIAN COORDINATES (ANGSTROEM)
C1 1.99424 -0.04981 -0.02117
N1 0.96980 -1.07162 0.03651
C2 -0.21966 -0.65857 -0.00300
N2 -1.35658 -1.52718 -0.00126
N3 -2.39485 -0.83437 0.00455
N4 -2.11199 0.50620 0.11307
N5 -0.72223 0.65591 -0.08968
H1 2.09983 0.44911 0.95650
H2 2.95995 -0.51684 -0.24720
H3 1.77852 0.71275 -0.78338
H4 -2.68133 1.02962 -0.54456
H5 -0.31571 1.30479 0.57963

Its HOMO-LUMO gap is 0.354 Ha. As for the strongest force on any atom: 0.480 eV Å⁻¹. Its SMILES is C/N=c1/nn[nH][nH]1. The value obtained for the total energy is -352.90400 hartree. The energy relative to the best compared isomer or geometry (same formula, charge and spin) comes out at 290.8 kJ/mol.

***

# 3
Below is the ion C4H10NO3 with charge +1 at a distorted geometry, with properties calculated with wB97M-V/def2-TZVPD.

CARTESIAN COORDINATES (ANGSTROEM)
C1 0.23818 -2.57309 -0.32828
C2 0.15387 -1.04653 -0.67793
O1 -1.10628 -0.76977 -1.27160
C3 0.48454 -0.10503 0.54336
N1 -0.51071 -0.13411 1.69907
C4 0.41643 1.28501 -0.02468
O2 1.21134 1.62483 -0.87777
O3 -0.51759 2.19674 0.56072
H1 -0.46631 -2.92846 0.43870
H2 1.10280 -2.65682 0.38430
H3 0.45100 -3.07909 -1.27287
H4 0.92331 -0.88474 -1.41967
H5 -1.70314 -1.50882 -1.35003
H6 1.53608 -0.40566 0.79130
H7 -0.44916 0.64570 2.39299
H8 -0.26672 -0.88866 2.30220
H9 -1.42937 -0.19465 1.30052
H10 -0.58142 3.06342 0.17344

Its HOMO-LUMO gap is 0.408 Ha. As for the charge: +1. As for the strongest force on any atom: 4.498 eV Å⁻¹. Its SMILES is C[C@@H](O)[C@H]([NH3+])C(=O)O. The value obtained for the total energy is -438.61137 hartree. The energy relative to the best compared isomer or geometry (same formula, charge and spin) comes out at 133.9 kJ/mol.

***

# 4
Below is the molecule C3H11N2S2 at a distorted geometry, with properties calculated with wB97M-V/def2-TZVPD.

CARTESIAN COORDINATES (ANGSTROEM)
S1 0.98126 2.97954 0.49997
S2 1.14179 1.02579 0.39957
C1 -0.56783 0.36603 0.19688
C2 -0.41795 -0.99583 -0.51701
C3 -1.79617 -1.62711 -0.78774
N1 -1.78182 -3.09317 -0.88673
N2 0.37278 -1.97891 0.33258
H1 1.05090 3.38963 -0.77573
H2 -1.10992 0.99454 -0.51104
H3 -0.96963 0.29607 1.19078
H4 0.09152 -0.81487 -1.45919
H5 -2.09832 -1.13783 -1.72260
H6 -2.48444 -1.44189 0.03313
H7 -1.87924 -3.49464 -1.81622
H8 -2.59452 -3.43278 -0.40007
H9 0.48816 -2.88304 -0.17042
H10 -0.14276 -2.07048 1.26761
H11 1.29847 -1.60687 0.60450

Its HOMO-LUMO gap (spin up / spin down) is 0.145 / 0.358 Ha. Its spin multiplicity is 2. As for the strongest force on any atom: 2.211 eV Å⁻¹. The value obtained for the total energy is -1026.65555 hartree. The energy relative to the best compared isomer or geometry (same formula, charge and spin) comes out at 119.1 kJ/mol.

***

# 5
Below is the molecule C2H4N2S2 at a distorted geometry, with properties calculated with wB97M-V/def2-TZVPD.

CARTESIAN COORDINATES (ANGSTROEM)
N1 1.04376 1.09136 -0.33837
N2 1.56693 -0.05600 0.21451
C1 0.83470 -1.06872 0.30228
S1 -0.71817 -1.24964 -0.45647
C2 -1.71117 -0.05995 0.32325
S2 -3.22830 0.07001 -0.04234
H1 0.24988 0.95826 -1.04664
H2 1.76729 1.68492 -0.65518
H3 1.34836 -1.96998 0.72370
H4 -1.15329 0.59974 0.97524

Its HOMO-LUMO gap is 0.316 Ha. As for the strongest force on any atom: 2.203 eV Å⁻¹. Its SMILES is N/N=C\SC=S. The value obtained for the total energy is -984.42251 hartree. The energy relative to the best compared isomer or geometry (same formula, charge and spin) comes out at 242.5 kJ/mol.

***

# 6
Below is a cluster of 5 separate species, C22H46FO14PS2Si in total at a distorted geometry, with properties calculated with wB97M-V/def2-TZVPD.

CARTESIAN COORDINATES (ANGSTROEM)
C1 0.13327 1.30348 6.88766
C2 -0.41475 0.11992 6.40421
Si1 -1.87416 0.16334 5.30648
S1 -2.36726 2.20182 4.82442
P1 -3.55977 -0.95243 6.18160
C3 -3.44745 -2.77666 5.90029
C4 -4.45352 -3.47073 6.82371
C5 -5.20333 -0.30007 5.63575
C6 -5.37085 -0.07884 4.12307
S2 -1.27628 -0.82947 3.39665
O1 -2.20640 -0.55037 2.34713
O2 -1.16949 -2.23301 3.63005
F1 0.14999 -0.30445 2.93913
H1 0.97844 1.76548 6.38702
H2 -0.32439 1.77494 7.75078
H3 0.03370 -0.83972 6.65635
H4 -2.88140 2.58553 6.00822
H5 -3.59511 -3.06510 4.86756
H6 -2.45483 -3.08618 6.20114
H7 -5.45816 -3.07785 6.74046
H8 -4.11422 -3.47884 7.85008
H9 -4.48841 -4.51530 6.52512
H10 -5.92815 -1.06033 5.91466
H11 -5.45109 0.57502 6.21646
H12 -4.46028 0.20333 3.61192
H13 -6.05806 0.75394 3.98843
H14 -5.83138 -0.91928 3.61931
C7 -0.22850 0.48980 -0.13964
C8 -0.40636 1.70665 -1.02110
O3 0.84079 2.37877 -1.27089
C9 1.63150 1.79975 -2.16629
O4 1.39466 0.80108 -2.79294
O5 2.75293 2.51690 -2.25465
C10 3.73649 1.95391 -3.12791
H15 0.28534 0.75987 0.77972
H16 -1.19324 0.05339 0.11075
H17 0.37441 -0.27011 -0.63622
H18 -1.03670 2.43725 -0.51790
H19 -0.88901 1.45278 -1.96456
H20 3.32347 1.75964 -4.11510
H21 4.13654 1.03590 -2.70039
H22 4.53528 2.68448 -3.21259
C11 1.73939 -0.58883 -6.64364
C12 2.52261 -1.60004 -5.83488
O6 3.50814 -2.27357 -6.63686
C13 4.60191 -1.56878 -6.89897
O7 4.84721 -0.45599 -6.51107
O8 5.39659 -2.31039 -7.67271
C14 6.57861 -1.63357 -8.10018
H23 1.30257 -1.06249 -7.52400
H24 0.94274 -0.15714 -6.03865
H25 2.38263 0.21792 -6.99286
H26 1.85437 -2.37646 -5.46945
H27 2.99333 -1.13880 -4.96767
H28 7.12597 -1.22685 -7.25325
H29 6.32271 -0.84010 -8.80118
H30 7.20192 -2.36357 -8.60778
C15 12.01677 3.29969 -10.33293
C16 11.42446 1.93242 -10.60089
O9 11.14506 1.22411 -9.38415
C17 10.05242 1.61911 -8.73513
O10 9.28655 2.47642 -9.08484
O11 9.95115 0.89326 -7.62152
C18 8.86006 1.26890 -6.77694
H31 12.89630 3.21377 -9.69381
H32 12.30406 3.77937 -11.26829
H33 11.30240 3.94325 -9.82199
H34 12.14192 1.31700 -11.13986
H35 10.52421 1.99866 -11.21095
H36 7.91991 1.26998 -7.32367
H37 9.04268 2.24836 -6.33836
H38 8.80255 0.53446 -5.97882
C19 -11.45401 -0.86391 9.90092
C20 -10.64943 0.24327 9.25392
O12 -9.60142 -0.27559 8.42043
C21 -9.99425 -0.74121 7.23803
O13 -11.11570 -0.74347 6.80815
O14 -8.91881 -1.21492 6.60551
C22 -9.21407 -1.83354 5.35007
H39 -10.79603 -1.54559 10.44113
H40 -12.18154 -0.44775 10.59719
H41 -11.98874 -1.44832 9.15388
H42 -10.14974 0.83388 10.01901
H43 -11.28460 0.91758 8.68060
H44 -9.78403 -1.16875 4.70563
H45 -9.75861 -2.76216 5.51149
H46 -8.26453 -2.05780 4.87141

Its HOMO-LUMO gap is 0.240 Ha. As for the strongest force on any atom: 2.295 eV Å⁻¹. Its SMILES is C=C[Si@](S)(P(CC)CC)S(=O)(=O)F.CCOC(=O)OC.CCOC(=O)OC.CCOC(=O)OC.CCOC(=O)OC. The value obtained for the total energy is -3446.24410 hartree. The energy relative to the best compared isomer or geometry (same formula, charge and spin) comes out at 0.0 kJ/mol.